(1)
Computed, not measured: C23H25ClN4O in the gas phase, with ωB97M-V with the def2-TZVPD basis set.

Geometry (Å):
Cl -1.160 -3.681 -3.687
O -3.012 1.277 -0.806
N -1.426 2.652 -1.631
N -0.247 1.315 -3.507
N 0.600 -1.217 2.170
N 1.293 0.889 3.844
C 0.036 0.065 -2.982
C 2.548 -0.540 5.311
C 0.729 -3.539 4.367
C -1.047 1.558 0.499
C -0.329 -2.320 -3.014
C 1.691 -0.330 4.097
C -0.651 0.275 0.785
C 2.718 0.730 6.133
C 0.075 2.410 2.460
C 0.607 -2.520 -2.013
C -1.917 1.793 -0.695
C -2.136 2.761 -2.888
C 1.275 -1.414 -1.522
C 0.505 2.473 -3.090
C 0.523 1.108 2.757
C 1.761 -2.828 3.488
C -0.036 3.031 -1.749
C 1.339 -1.413 3.230
C -0.686 2.627 1.346
C -0.613 -1.061 -3.504
C -1.612 1.669 -3.853
C 1.003 -0.143 -1.993
C 0.160 0.032 1.907
H 2.104 -1.325 5.928
H -2.247 0.790 -3.760
H -1.971 3.765 -3.288
H 1.564 2.225 -3.014
H 0.350 3.212 3.127
H 2.741 -2.858 3.964
H 2.008 -1.540 -0.740
H 3.529 -0.901 4.984
H 1.816 -3.343 2.527
H -1.651 2.030 -4.888
H -1.035 3.621 1.107
H 1.544 0.684 -1.563
H -0.941 -0.554 0.159
H 1.030 -4.570 4.539
H -0.240 -3.536 3.874
H 3.180 1.508 5.533
H -3.199 2.618 -2.695
H 0.625 -3.044 5.330
H 0.048 4.125 -1.733
H 0.808 -3.509 -1.637
H 1.750 1.093 6.466
H -1.325 -0.964 -4.307
H 3.341 0.534 7.003
H 0.395 3.224 -3.878
H 0.520 2.629 -0.903

## Properties
Gap between HOMO and LUMO   7.9 eV
Calculated total energy   -1645.938154 hartree
M   408.9 g/mol
ΔE to the lowest compared entry with this formula, charge and spin   1.01 kJ/mol
SMILES   CCc1nc2ccc(C(=O)N3CCN(c4cccc(Cl)c4)CC3)cc2nc1CC
Maximum force   0.8 eV/Å

Here are the Mulliken charges for atoms 1 to 5, given in e: -0.24, -0.66, 0.11, 0.04, -0.43


(2)
Computed, not measured: C15H20F2N2O3 in the gas phase at a distorted geometry, with ωB97M-V with the def2-TZVPD basis set.

Geometry (Å):
F 2.233 2.473 1.868
F 1.404 2.675 -0.112
O -0.587 -2.605 1.411
O -3.653 -1.176 0.693
O 1.406 0.641 0.850
N 0.418 -1.700 1.139
N -1.651 -0.128 0.381
C -2.466 -1.055 0.911
C 4.855 -1.198 -0.609
C -1.194 -0.907 -2.439
C -3.159 1.688 -0.299
C 1.292 1.959 1.039
C 4.816 0.181 -0.511
C 3.756 -1.940 -0.225
C -2.012 0.761 -0.716
C 3.682 0.816 -0.030
C -2.758 2.613 0.843
C 2.582 0.072 0.360
C 2.601 -1.331 0.268
C -2.362 -0.044 -1.973
C -1.743 -1.968 1.925
C 1.484 -2.176 0.639
H -2.469 2.034 1.718
H -3.592 3.253 1.120
H -3.224 -0.674 -1.752
H -1.121 1.367 -0.921
H -1.923 3.248 0.548
H -1.491 -1.377 2.814
H -3.456 2.283 -1.164
H -0.934 -1.645 -1.684
H 3.677 1.892 0.034
H -0.317 -0.293 -2.636
H -4.007 1.073 0.002
H 1.602 -3.245 0.459
H 0.300 2.167 1.471
H -2.412 -2.784 2.202
H -2.642 0.652 -2.766
H -1.456 -1.435 -3.352
H 3.780 -3.017 -0.302
H 5.666 0.775 -0.810
H 5.737 -1.693 -0.985
H -0.663 -0.232 0.591

## Properties
Gap between HOMO and LUMO   9.1 eV
Calculated total energy   -1118.511020 hartree
M   314.3 g/mol
ΔE to the lowest compared entry with this formula, charge and spin   8.24 kJ/mol
SMILES   CCC(CC)NC(=O)CO/N=C/c1ccccc1OC(F)F
Maximum force   1.6 eV/Å

Here are the Mulliken charges for atoms 1 to 5, given in e: -0.27, -0.28, -0.35, -0.66, -0.39


(3)
Computed, not measured: 3 unconnected molecules or ions with the total composition C18H14N4O3S at a distorted geometry, with ωB97M-V with the def2-TZVPD basis set.

Geometry (Å):
S -3.318 1.148 -1.417
O -0.708 0.698 -1.714
O 2.004 0.908 3.185
O -1.520 -2.333 -2.137
N -0.878 -0.665 2.418
N -2.523 -1.736 -0.353
N -1.279 2.100 0.189
N 0.076 -0.054 2.764
C -2.318 -1.601 -1.675
C 1.047 2.634 0.716
C 3.524 -1.128 -0.277
C -0.484 -1.422 1.288
C -1.668 1.171 -0.970
C 0.491 1.466 -1.185
C 2.679 1.897 -0.786
C 1.427 0.103 2.503
C -3.030 -0.560 -2.162
C 2.431 2.660 0.242
C 1.806 1.415 -1.624
C 3.238 -0.685 0.959
C -1.545 -2.245 0.462
C 0.835 -1.389 0.832
C 0.012 2.159 -0.004
C 2.543 -2.115 -0.822
C 1.329 -2.118 -0.567
C 1.817 -0.839 1.479
H -3.028 -0.894 0.091
H 2.118 0.702 -2.633
H 3.120 3.091 0.962
H 2.881 -2.483 -1.676
H 4.473 -1.375 -0.537
H 0.802 3.204 1.784
H -1.178 -3.336 0.161
H -0.296 0.510 3.576
H 3.632 1.910 -0.838
H 3.747 -0.008 1.680
H -2.189 -2.815 1.653
H -4.063 -0.977 -2.623
H 0.493 -2.517 -1.055
H -2.373 -0.493 -3.459

## Properties
Gap between HOMO and LUMO   7.7 eV
Calculated total energy   -1536.823932 hartree
M   366.4 g/mol
ΔE to the lowest compared entry with this formula, charge and spin   1231.78 kJ/mol
Maximum force   12.7 eV/Å

Here are the Mulliken charges for atoms 1 to 5, given in e: -0.07, -0.35, -0.68, -0.59, -1.06


(4)
Computed, not measured: a molecular structure, C8H12Cl14 at a distorted geometry, with ωB97M-V with the def2-TZVPD basis set.

Geometry (Å):
Cl -1.821 -13.155 -6.216
Cl -2.590 -7.966 -7.794
Cl -2.045 -10.090 -4.360
Cl -4.886 -6.612 -9.862
Cl -0.542 -11.334 -1.456
Cl -7.029 -9.466 -3.173
Cl -5.411 -6.855 -3.735
Cl -2.743 -11.810 -8.695
Cl -4.797 -10.959 -7.558
Cl -4.565 -13.689 -7.133
Cl -8.052 -7.105 -4.609
Cl -5.968 -8.620 -5.864
Cl -0.099 -8.028 -2.055
Cl -2.131 -14.626 -8.603
C -1.841 -10.166 -1.770
C -2.587 -10.359 -5.980
C -4.161 -10.531 -6.024
C -5.095 -8.105 -9.037
C -1.326 -9.156 -2.832
C -4.353 -7.880 -7.646
C -2.851 -13.306 -7.588
C -6.587 -8.030 -4.276
H -4.667 -9.572 -5.905
H -2.409 -9.424 -6.512
H -2.122 -8.592 -3.318
H -4.671 -8.687 -6.986
H -4.665 -6.912 -7.255
H -2.041 -11.201 -6.406
H -6.162 -8.233 -8.854
H -2.749 -10.644 -2.140
H -2.069 -9.577 -0.881
H -0.962 -9.562 -3.776
H -4.479 -11.208 -5.232
H -4.669 -8.810 -9.751

## Properties
Gap between HOMO and LUMO   8.2 eV
Calculated total energy   -6754.227250 hartree
M   604.5 g/mol
Maximum force   14.9 eV/Å

Here are the Mulliken charges for atoms 1 to 5, given in e: -0.08, -0.27, -0.11, -0.20, -0.17


(5)
Computed, not measured: a molecular structure, C3H7NO2, with ωB97M-V with the def2-TZVPD basis set.

Geometry (Å):
O 0.447 1.003 -0.027
O -1.565 -0.006 0.525
N -0.018 -1.291 -0.089
C -0.336 -0.049 0.129
C 1.248 -1.792 -0.551
C -0.142 2.271 0.281
H -0.454 2.303 1.327
H -1.006 2.457 -0.361
H 1.995 -0.991 -0.555
H -1.317 -1.234 0.313
H 0.638 3.009 0.094
H 1.598 -2.595 0.107
H 1.156 -2.202 -1.563

## Properties
Gap between HOMO and LUMO   10.1 eV
Calculated total energy   -323.680823 hartree
M   89.1 g/mol
ΔE to the lowest compared entry with this formula, charge and spin   262.93 kJ/mol
Maximum force   0.3 eV/Å

Here are the Mulliken charges for atoms 1 to 5, given in e: -0.35, -0.64, -0.40, 0.59, -0.72